Computed, not measured: C18H35Cl2N7RuSSi as an isolated structure, with the ωB97M-V functional and the def2-TZVPD basis.

total charge = +2
LUMO level = -7.57 eV
strongest force on any atom = 0.633 eV/Å
2S+1 = 1
E_tot = -75992.2863 eV
HOMO level = -14.308 eV

Positions of all 65 atoms, in Å:
1 Ru 0.36 0.04 -0.13
2 C -2.02 -2.88 1.86
3 C -1.31 -1.99 0.91
4 N -0.50 -1.04 1.29
5 N -0.33 -0.80 2.63
6 C 0.59 0.09 2.87
7 N 0.87 0.39 4.14
8 S 1.47 0.98 1.64
9 C -1.46 -2.17 -0.54
10 C -2.24 -3.17 -1.10
11 C -2.27 -3.31 -2.48
12 C -1.51 -2.45 -3.26
13 C -0.76 -1.46 -2.63
14 N -0.75 -1.31 -1.31
15 H -1.76 -2.64 2.89
16 H -1.77 -3.92 1.65
17 H -3.10 -2.76 1.73
18 H 0.49 -0.20 4.87
19 H 1.61 1.02 4.37
20 H -2.80 -3.83 -0.46
21 H -2.86 -4.08 -2.94
22 H -1.49 -2.53 -4.34
23 H -0.15 -0.78 -3.21
24 C 2.08 3.03 -0.82
25 N 0.69 3.38 -0.54
26 C 0.51 4.51 0.38
27 C -0.34 2.75 -1.10
28 N -0.24 1.40 -1.35
29 N -1.44 3.40 -1.46
30 C -2.70 2.73 -1.76
31 C -1.43 4.83 -1.78
32 H 2.58 3.90 -1.26
33 H 2.13 2.21 -1.53
34 H 2.60 2.76 0.10
35 H 1.13 4.31 1.25
36 H -0.53 4.56 0.70
37 H 0.82 5.45 -0.06
38 H -0.86 1.11 -2.10
39 H -2.75 1.75 -1.30
40 H -2.83 2.63 -2.84
41 H -3.52 3.33 -1.37
42 H -0.41 5.18 -1.93
43 H -1.91 5.42 -0.99
44 H -1.99 4.97 -2.70
45 C 4.21 -2.76 -0.98
46 Si 2.65 -2.46 0.00
47 C 2.99 -2.23 1.81
48 C 1.43 -3.85 -0.28
49 C 1.98 -0.83 -0.82
50 H 4.69 -3.67 -0.62
51 H 4.92 -1.94 -0.86
52 H 4.00 -2.89 -2.04
53 H 3.56 -3.09 2.18
54 H 2.07 -2.18 2.40
55 H 3.58 -1.33 2.00
56 H 1.95 -4.79 -0.10
57 H 1.06 -3.88 -1.31
58 H 0.58 -3.82 0.40
59 H 1.82 -1.10 -1.87
60 H 2.81 -0.11 -0.71
61 Cl -2.38 1.55 1.36
62 C -2.79 1.31 3.09
63 Cl -3.83 -0.08 3.31
64 H -3.32 2.20 3.42
65 H -1.87 1.16 3.63

Computed, not measured: C18H35INO2P2PrSi as an isolated structure at a distorted geometry, with the ωB97M-V functional and the def2-TZVPD basis.

total charge = +2
LUMO level (alpha / beta) = -9.04 / -9.02 eV
strongest force on any atom = 5.936 eV/Å
2S+1 = 3
E_tot = -73429.3452 eV
HOMO level (alpha / beta) = -13.528 / -13.532 eV
<S²> = 2.007

Positions of all 61 atoms, in Å:
1 C -0.70 0.95 -2.40
2 C 0.43 0.71 -1.41
3 H -0.69 0.22 -3.22
4 H -0.74 1.97 -2.81
5 H -1.64 0.76 -1.88
6 O 0.42 -0.43 -0.75
7 I -1.02 1.80 3.12
8 Pr 0.94 0.17 1.48
9 P -2.21 -1.00 0.70
10 C -1.98 -2.83 0.82
11 C -3.52 -0.78 1.99
12 H -4.40 -1.38 1.74
13 H -4.24 -1.66 -0.47
14 H -3.77 0.29 2.01
15 H -3.69 -0.03 -1.00
16 H -1.48 -3.10 1.76
17 H -3.10 -1.07 2.97
18 C -3.36 -1.05 -0.75
19 H -2.96 -3.33 0.76
20 H -2.86 -1.50 -1.62
21 H -1.35 -3.15 -0.02
22 P 1.95 1.66 -1.05
23 C 3.42 0.60 -0.85
24 C 2.11 2.38 -2.66
25 H 1.34 3.58 0.38
26 H 2.90 3.71 -0.43
27 H 2.78 2.78 1.04
28 C 2.24 3.02 0.12
29 H 1.27 3.07 -2.81
30 H 3.07 2.90 -2.63
31 H 4.18 1.05 -1.51
32 H 3.28 -0.45 -1.16
33 H 2.11 1.56 -3.40
34 H 3.86 0.60 0.16
35 C 2.21 -2.56 0.80
36 O 2.75 -3.16 -0.05
37 C 0.34 -3.86 3.83
38 Si 1.86 -2.84 3.52
39 C 1.97 -1.48 4.78
40 C 3.42 -3.81 3.40
41 N 1.66 -2.10 1.81
42 C 3.18 0.76 2.62
43 C 3.04 1.79 3.55
44 C 4.00 1.89 4.59
45 C 5.13 1.08 4.61
46 C 5.30 0.16 3.58
47 C 4.34 0.00 2.56
48 H 0.17 -4.65 3.09
49 H -0.58 -3.27 3.94
50 H 0.51 -4.35 4.79
51 H 2.07 -2.00 5.74
52 H 2.84 -0.85 4.62
53 H 1.07 -0.85 4.82
54 H 3.57 -4.29 2.43
55 H 4.27 -3.16 3.60
56 H 3.44 -4.59 4.17
57 H 2.19 2.49 3.52
58 H 3.90 2.68 5.34
59 H 5.87 1.18 5.39
60 H 6.20 -0.44 3.54
61 H 4.56 -0.70 1.74